Record 1
Density functional theory data (ωB97M-V/def2-TZVPD) for a cluster of 2 separate species, C33H37N4O2S in total at a distorted geometry.

Geometry (Å):
C  7.730  2.657  0.349
O  7.294  1.298  0.600
C  5.957  1.074  0.699
C  5.505  -0.271  0.793
C  4.161  -0.559  0.715
C  3.181  0.475  0.656
C  1.777  0.192  0.693
C  0.828  1.180  0.917
C  -0.543  1.000  1.033
N  -1.415  2.023  1.137
C  -2.847  1.769  1.294
C  -3.401  0.861  0.198
C  -4.885  0.619  0.342
C  -5.751  0.960  -0.700
C  -7.131  0.864  -0.514
C  -7.642  0.370  0.693
C  -6.767  -0.041  1.707
C  -5.385  0.075  1.529
C  -3.436  3.177  1.266
O  -4.607  3.499  1.447
N  -2.411  4.041  1.000
C  -2.649  5.460  0.870
C  -1.078  3.448  0.937
C  -0.212  4.024  2.072
C  -0.454  3.709  -0.445
C  3.658  1.816  0.602
C  5.005  2.120  0.640
H  8.813  2.581  0.267
H  7.307  3.052  -0.585
H  7.458  3.322  1.180
H  6.249  -1.060  0.895
H  3.799  -1.590  0.714
H  1.456  -0.848  0.597
H  1.194  2.197  1.033
H  -0.975  -0.004  1.074
H  -3.046  1.332  2.287
H  -3.193  1.334  -0.776
H  -2.856  -0.094  0.242
H  -5.321  1.327  -1.636
H  -7.800  1.183  -1.314
H  -8.721  0.302  0.842
H  -7.152  -0.442  2.646
H  -4.683  -0.236  2.308
H  -3.727  5.633  0.924
H  -2.152  6.018  1.673
H  -2.270  5.827  -0.092
H  -0.784  4.000  3.009
H  0.710  3.460  2.224
H  0.052  5.063  1.838
H  -1.165  3.410  -1.228
H  -0.228  4.778  -0.551
H  0.469  3.142  -0.581
H  2.964  2.651  0.518
H  5.320  3.162  0.592
C  0.578  -5.755  -4.675
C  0.571  -5.770  -3.270
C  0.932  -4.604  -2.597
C  1.277  -3.436  -3.284
C  1.281  -3.422  -4.676
C  0.937  -4.588  -5.369
S  1.674  -2.135  -2.201
C  1.394  -3.179  -0.794
N  1.493  -2.789  0.425
C  1.162  -3.737  1.492
C  1.373  -5.183  1.095
C  0.767  -5.515  -0.251
N  1.066  -4.447  -1.211
H  0.306  -6.655  -5.227
H  0.297  -6.662  -2.703
H  1.559  -2.498  -5.177
H  0.951  -4.590  -6.460
H  1.826  -3.479  2.321
H  0.124  -3.588  1.835
H  2.447  -5.395  1.061
H  0.925  -5.832  1.851
H  1.184  -6.443  -0.648
H  -0.323  -5.635  -0.166

Cartesian forces (eV/Å) of the 2 atoms listed first:
-0.041 -0.305 0.146
-1.010 0.194 0.126

Calculated values
LUMO energy: -4.07 eV
electronic energy: -2047.17948 a.u.
spin multiplicity: 1
Kohn-Sham gap: 5.99 eV
ΔE to the lowest compared entry with this formula, charge and spin: 0.0000 eV
HOMO level: -10.06 eV
charge: +1

Here are the Löwdin charges for atoms 1 to 6, given in e: -0.045, -0.059, -0.232, 0.024, 0.002, -0.199

Record 2
Density functional theory data (ωB97M-V/def2-TZVPD) for a cluster of 4 separate species, C28H60BN2O8S5 in total at a distorted geometry.

Geometry (Å):
C  3.862  1.764  -0.044
C  2.557  2.334  -0.591
O  1.442  1.857  0.153
C  0.259  1.792  -0.609
C  -0.746  1.031  0.244
C  -2.095  0.844  -0.450
B  -2.773  2.325  -0.430
O  -2.816  3.136  -1.554
O  -3.335  2.742  0.734
C  -2.816  4.047  1.161
C  -2.425  4.002  2.619
C  -2.152  0.298  -1.895
C  -1.181  -0.884  -2.183
C  -1.730  -2.081  -2.948
C  -0.846  -3.307  -2.614
S  0.766  -3.105  -3.421
C  1.900  -2.385  -2.246
S  2.950  -1.311  -2.869
N  1.831  -2.800  -0.921
C  1.950  -4.290  -0.831
C  3.106  -4.898  -1.635
C  2.847  -2.155  -0.067
C  2.473  -2.260  1.425
C  -3.623  0.062  -1.990
N  -4.165  -0.045  -0.838
C  -3.153  -0.021  0.258
C  -2.892  -1.533  0.490
C  -1.773  -1.836  1.474
C  -2.037  -3.124  2.270
C  -2.363  -2.853  3.713
O  -2.124  -1.822  4.304
O  -2.964  -3.907  4.299
H  4.499  1.501  -0.882
H  3.691  0.878  0.558
H  4.378  2.491  0.575
H  2.594  3.422  -0.501
H  2.463  2.088  -1.648
H  0.466  1.251  -1.535
H  -0.073  2.818  -0.819
H  -0.269  0.087  0.482
H  -0.903  1.613  1.149
H  -1.917  3.236  -1.885
H  -1.944  4.344  0.583
H  -3.617  4.767  1.017
H  -2.003  4.962  2.876
H  -3.261  3.748  3.261
H  -1.645  3.256  2.749
H  -1.872  1.063  -2.615
H  -0.346  -0.468  -2.737
H  -0.769  -1.218  -1.237
H  -1.653  -1.942  -4.022
H  -2.749  -2.340  -2.654
H  -1.302  -4.213  -3.006
H  -0.769  -3.424  -1.537
H  2.115  -4.566  0.205
H  1.016  -4.763  -1.108
H  2.750  -5.189  -2.617
H  3.414  -5.811  -1.138
H  3.945  -4.214  -1.703
H  2.921  -1.102  -0.292
H  3.806  -2.653  -0.190
H  3.355  -2.248  2.054
H  1.886  -3.147  1.641
H  1.847  -1.411  1.679
H  -4.203  0.016  -2.900
H  -5.151  -0.166  -0.652
H  -3.494  0.327  1.227
H  -2.683  -2.040  -0.448
H  -3.834  -1.953  0.847
H  -1.590  -1.010  2.156
H  -0.844  -1.998  0.940
H  -2.888  -3.653  1.844
H  -1.206  -3.820  2.191
H  -3.097  -3.671  5.226
C  -2.575  8.408  -3.495
S  -2.887  7.655  -1.895
O  -1.576  7.192  -1.364
C  -3.718  6.193  -2.522
H  -2.013  9.324  -3.329
H  -1.993  7.725  -4.114
H  -3.525  8.644  -3.975
H  -3.050  5.660  -3.199
H  -4.637  6.474  -3.038
H  -3.954  5.560  -1.670
C  4.617  -8.698  0.585
S  4.560  -8.259  -1.158
O  3.126  -8.248  -1.554
C  5.269  -9.793  -1.763
H  4.177  -7.880  1.151
H  4.045  -9.610  0.750
H  5.654  -8.837  0.889
H  4.653  -10.631  -1.438
H  6.286  -9.895  -1.385
H  5.285  -9.747  -2.849
C  1.927  5.834  5.469
S  0.368  6.320  4.723
O  -0.384  5.067  4.430
C  1.067  6.882  3.165
H  1.710  5.408  6.447
H  2.415  5.089  4.842
H  2.561  6.713  5.585
H  1.614  6.063  2.696
H  1.729  7.727  3.351
H  0.248  7.196  2.522

Cartesian forces (eV/Å) of the 2 atoms listed first:
-0.177 0.152 -0.127
0.375 0.265 0.385

Calculated values
LUMO energy: -3.59 eV
electronic energy: -3829.84198 a.u.
spin multiplicity: 1
Kohn-Sham gap: 6.76 eV
HOMO level: -10.35 eV
charge: +1

Here are the Löwdin charges for atoms 1 to 6, given in e: -0.054, -0.253, -0.133, -0.196, -0.062, -0.225

Record 3
Density functional theory data (ωB97M-V/def2-TZVPD) for a cluster of 2 separate species, C9H12N3 in total at a distorted geometry.

Geometry (Å):
C  0.994  -2.873  0.614
C  -0.009  -1.998  0.215
C  2.192  -2.191  0.543
C  0.634  -0.846  -0.253
C  0.226  2.307  -1.814
C  -0.966  1.560  -2.287
C  0.813  1.538  -0.870
C  -1.013  0.399  -1.538
C  -0.990  1.224  1.180
N  1.981  -0.960  -0.002
N  -1.452  0.112  1.685
N  0.041  0.383  -0.645
H  0.870  -3.948  0.815
H  -1.061  -2.351  0.207
H  3.182  -2.520  0.798
H  0.861  3.084  -2.321
H  -1.788  2.053  -2.870
H  1.723  1.681  -0.276
H  -1.549  -0.490  -1.505
H  0.030  1.603  1.237
H  -1.799  1.979  0.717
H  2.706  -0.422  -0.375
H  -2.370  -0.173  1.805
H  -0.717  -0.437  2.184

Cartesian forces (eV/Å) of the 2 atoms listed first:
1.359 -0.886 0.531
-0.906 0.292 -1.014

Calculated values
LUMO energy: -4.11 eV
electronic energy: -514.07653 a.u.
spin multiplicity: 1
Kohn-Sham gap: 7.57 eV
ΔE to the lowest compared entry with this formula, charge and spin: 2.7099 eV
HOMO level: -11.68 eV
charge: +1

Here are the natural (NBO) charges for atoms 1 to 6, given in e: -0.291, -0.332, -0.037, 0.255, -0.249, -0.257

Record 4
Density functional theory data (ωB97M-V/def2-TZVPD) for a cluster of 2 separate species, C3H7N2O2 in total at a distorted geometry.

Geometry (Å):
C  1.711  -0.514  0.984
C  -1.134  -1.558  -0.325
C  0.156  1.972  -0.567
N  -1.031  -0.157  0.100
N  0.136  0.499  -0.643
O  1.020  -0.945  1.842
O  2.718  -0.231  0.424
H  -1.909  -2.035  0.340
H  -1.350  -1.710  -1.452
H  -0.169  -2.155  -0.070
H  -0.189  2.472  0.277
H  1.256  2.194  -0.562
H  -0.415  2.460  -1.429
H  -0.799  -0.293  1.081

Cartesian forces (eV/Å) of the 2 atoms listed first:
0.283 1.128 -1.228
0.682 -0.735 -0.172

Calculated values
LUMO energy: 4.03 eV
electronic energy: -378.44521 a.u.
spin multiplicity: 1
Kohn-Sham gap: 5.89 eV
ΔE to the lowest compared entry with this formula, charge and spin: 3.6163 eV
HOMO level: -1.87 eV
charge: -1

Here are the natural (NBO) charges for atoms 1 to 6, given in e: 1.020, -0.409, -0.432, -0.543, -0.653, -0.635

Record 5
Density functional theory data (ωB97M-V/def2-TZVPD) for a structure of composition C3H4KO2 at a distorted geometry.

Geometry (Å):
C  0.286  0.577  -0.581
C  -0.924  0.180  -1.054
H  -1.030  -0.253  -2.049
H  -1.818  0.479  -0.503
C  0.175  0.119  0.898
O  0.136  -1.018  1.342
K  0.027  -2.500  3.491
H  0.161  0.991  1.581
O  1.437  0.371  -1.224
H  1.550  1.054  -1.900

Cartesian forces (eV/Å) of the 2 atoms listed first:
-2.425 -3.930 1.112
0.171 1.625 -0.932

Calculated values
LUMO energy: -3.90 eV
electronic energy: -866.85048 a.u.
spin multiplicity: 1
Kohn-Sham gap: 8.57 eV
ΔE to the lowest compared entry with this formula, charge and spin: 0.0000 eV
HOMO level: -12.48 eV
charge: +1

Here are the natural (NBO) charges for atoms 1 to 6, given in e: 0.171, -0.406, 0.230, 0.217, 0.451, -0.628

Record 6
Density functional theory data (ωB97M-V/def2-TZVPD) for an isolated molecule of C5H12NOS at a distorted geometry.

Geometry (Å):
C  1.351  0.594  2.075
C  -0.016  0.253  1.529
S  -0.001  -1.162  0.383
N  2.350  1.046  1.107
H  1.802  -0.234  2.619
H  1.171  1.443  2.748
H  -0.420  1.104  0.969
H  -0.739  0.022  2.312
H  2.047  1.911  0.664
H  2.450  0.350  0.374
C  -1.515  0.440  -1.465
O  -2.671  0.008  -0.735
C  -0.348  -0.504  -1.500
C  0.838  0.090  -2.048
H  -1.187  1.379  -1.001
H  -1.850  0.661  -2.478
H  -2.263  -0.559  -0.069
H  -0.640  -1.501  -1.827
H  1.635  -0.547  -2.401
H  0.870  1.154  -2.228

Cartesian forces (eV/Å) of the 2 atoms listed first:
0.364 0.840 -0.002
-0.269 -0.096 -0.917

Calculated values
LUMO energy (alpha / beta): 0.83 / -0.75 eV
<S²>: 0.76
electronic energy: -725.80428 a.u.
spin multiplicity: 2
Kohn-Sham gap (alpha / beta): 9.19 / 8.39 eV
ΔE to the lowest compared entry with this formula, charge and spin: 0.4543 eV
HOMO level (alpha / beta): -8.36 / -9.14 eV

Here are the natural (NBO) charges for atoms 1 to 6, given in e: -0.232, -0.551, 0.072, -0.824, 0.197, 0.193

Record 7
Density functional theory data (ωB97M-V/def2-TZVPD) for a cluster of 2 separate species, C9H14 in total at a distorted geometry.

Geometry (Å):
C  -1.332  -0.699  1.259
C  0.294  0.905  0.186
C  -0.965  0.356  0.260
C  0.592  1.941  -0.729
C  -0.387  2.514  -1.559
C  -1.986  1.015  -0.494
C  -1.627  1.990  -1.446
H  1.153  0.471  0.708
H  1.556  2.449  -0.748
H  -2.263  -0.619  1.789
H  -0.430  -0.769  1.889
H  -0.353  3.457  -2.196
H  -3.056  0.770  -0.557
H  -2.498  2.336  -2.037
H  -1.610  -1.608  0.713
C  2.533  -2.888  1.556
C  1.874  -3.166  0.126
H  3.126  -1.958  1.632
H  1.648  -2.554  2.128
H  3.165  -3.756  1.840
H  1.094  -2.413  0.014
H  1.610  -4.208  0.230
H  2.717  -3.141  -0.575

Cartesian forces (eV/Å) of the 2 atoms listed first:
1.361 -0.084 -0.911
1.404 -0.084 -1.051

Calculated values
LUMO energy (alpha / beta): -4.61 / -8.56 eV
<S²>: 0.77
electronic energy: -350.95468 a.u.
spin multiplicity: 2
Kohn-Sham gap (alpha / beta): 9.28 / 5.33 eV
ΔE to the lowest compared entry with this formula, charge and spin: 1.4779 eV
HOMO level (alpha / beta): -13.89 / -13.89 eV
charge: +1

Here are the natural (NBO) charges for atoms 1 to 6, given in e: -0.671, -0.262, 0.121, 0.035, -0.123, 0.048

Record 8
Density functional theory data (ωB97M-V/def2-TZVPD) for a structure of composition C67H55CsFGeN2P3Se at a distorted geometry.

Geometry (Å):
Cs  0.202  -1.132  0.605
C  2.370  -1.876  2.486
C  1.292  -2.558  3.086
C  1.029  -3.719  2.320
C  1.948  -3.755  1.250
C  2.779  -2.616  1.352
H  2.780  -0.926  2.810
H  0.771  -2.259  3.987
H  0.289  -4.475  2.547
H  2.033  -4.539  0.510
H  3.601  -2.369  0.691
F  -1.087  0.404  -0.818
Ge  -2.161  1.374  -1.757
C  -3.967  1.126  -1.103
C  -4.881  2.083  -1.566
C  -6.234  1.982  -1.286
C  -6.699  0.921  -0.523
C  -5.805  -0.010  -0.027
C  -4.439  0.074  -0.301
P  -3.258  -1.067  0.553
C  -3.963  -2.726  0.279
C  -4.699  -3.033  -0.863
C  -5.039  -4.349  -1.153
C  -4.643  -5.375  -0.308
C  -3.895  -5.081  0.826
C  -3.551  -3.769  1.112
C  -3.639  -0.648  2.292
C  -4.537  -1.312  3.119
C  -4.745  -0.871  4.420
C  -4.062  0.239  4.900
C  -3.163  0.908  4.082
C  -2.947  0.459  2.788
C  -1.601  3.226  -1.612
C  -1.958  4.056  -2.683
C  -1.709  5.419  -2.652
C  -1.090  5.979  -1.545
C  -0.703  5.169  -0.492
C  -0.940  3.795  -0.507
P  -0.244  2.702  0.813
C  1.534  2.861  0.376
C  2.126  1.847  -0.375
C  3.470  1.913  -0.722
C  4.234  3.002  -0.341
C  3.651  4.031  0.388
C  2.316  3.958  0.745
C  -0.408  3.674  2.347
C  0.524  3.504  3.372
C  0.316  4.088  4.613
C  -0.827  4.839  4.852
C  -1.770  4.996  3.844
C  -1.564  4.412  2.602
C  -1.969  0.724  -3.577
C  -2.972  1.151  -4.460
C  -2.918  0.872  -5.814
C  -1.848  0.148  -6.318
C  -0.866  -0.308  -5.460
C  -0.905  -0.042  -4.088
P  0.433  -0.788  -3.029
C  1.932  -0.001  -3.726
C  1.898  1.331  -4.140
C  3.064  1.995  -4.491
C  4.288  1.344  -4.432
C  4.338  0.026  -3.999
C  3.173  -0.636  -3.638
C  0.399  -2.498  -3.678
C  -0.561  -3.327  -3.093
C  -0.702  -4.644  -3.497
C  0.132  -5.160  -4.480
C  1.095  -4.350  -5.062
C  1.225  -3.025  -4.666
H  -4.534  2.936  -2.140
H  -6.920  2.735  -1.652
H  -7.753  0.832  -0.296
H  -6.168  -0.815  0.603
H  -5.011  -2.244  -1.537
H  -5.614  -4.569  -2.043
H  -4.908  -6.399  -0.533
H  -3.567  -5.874  1.484
H  -2.939  -3.560  1.983
H  -5.076  -2.179  2.754
H  -5.444  -1.396  5.058
H  -4.225  0.576  5.916
H  -2.618  1.770  4.446
H  -2.231  0.975  2.155
H  -2.425  3.637  -3.566
H  -1.994  6.041  -3.491
H  -0.892  7.042  -1.509
H  -0.197  5.610  0.358
H  1.545  0.996  -0.712
H  3.905  1.111  -1.306
H  5.284  3.048  -0.601
H  4.244  4.882  0.695
H  1.882  4.758  1.332
H  1.416  2.906  3.215
H  1.055  3.949  5.391
H  -0.985  5.297  5.819
H  -2.668  5.572  4.023
H  -2.310  4.535  1.825
H  -3.828  1.700  -4.083
H  -3.708  1.213  -6.471
H  -1.787  -0.074  -7.376
H  -0.049  -0.897  -5.859
H  0.954  1.862  -4.192
H  3.014  3.030  -4.804
H  5.196  1.862  -4.709
H  5.287  -0.490  -3.933
H  3.239  -1.650  -3.262
H  -1.207  -2.939  -2.310
H  -1.453  -5.269  -3.031
H  0.035  -6.194  -4.787
H  1.747  -4.745  -5.830
H  1.966  -2.399  -5.147
C  5.975  -0.364  1.614
N  5.492  -0.669  2.945
C  4.805  0.178  3.748
Se  4.324  1.919  3.388
N  4.503  -0.523  4.867
C  4.963  -1.829  4.778
C  4.878  -2.915  5.629
C  5.463  -4.096  5.197
C  6.107  -4.182  3.960
C  6.189  -3.089  3.110
C  5.603  -1.916  3.548
H  5.674  0.655  1.382
H  5.525  -1.056  0.902
H  7.061  -0.451  1.578
H  3.926  -0.126  5.588
H  4.365  -2.852  6.579
H  5.407  -4.973  5.827
H  6.541  -5.125  3.656
H  6.670  -3.156  2.144

Cartesian forces (eV/Å) of the 2 atoms listed first:
0.640 -1.048 0.829
0.274 -0.291 0.140

Calculated values
LUMO energy: 0.30 eV
electronic energy: -8318.11528 a.u.
spin multiplicity: 1
Kohn-Sham gap: 6.43 eV
HOMO level: -6.13 eV

Here are the Löwdin charges for atoms 1 to 6, given in e: 1.135, -0.346, -0.294, -0.259, -0.254, -0.300

What is the electronic energy in the sixth record? -725.80428 a.u.

What is the formula in the sixth record? C5H12NOS